Entry 1:
C43H33ClF5N2OsP2S | wB97M-V/def2-TZVPD

Output
- LUMO (alpha / beta): -0.3057 / -0.4006 Eh
- <S²>: 6.051
- Multiplicity: 5
- Frontier orbital gap (alpha / beta): 7.9 / 5.4 eV
- HOMO level (alpha / beta): -16.18 / -16.31 eV
- Total charge: +3

XYZ file:
```
88
Properties=species:S:1:pos:R:3:forces:R:3
Os -0.5959 0.7396 0.6595 -0.77 0.45 0.81
C 2.2021 -0.9206 -1.0852 0.57 0.57 0.72
N 1.2468 -1.8145 -1.6802 0.48 -1.06 -0.07
C 0.0272 -1.3020 -2.1809 -1.09 0.36 -0.21
P -1.1642 -1.0661 -0.7071 0.06 -0.58 -0.44
C -0.8692 -2.5437 0.3032 0.04 0.38 0.17
C -1.2910 -3.8189 -0.0707 0.01 0.17 -0.12
C -1.0903 -4.8830 0.7917 0.00 -0.08 -0.01
C -0.4956 -4.6882 2.0306 0.02 0.14 -0.09
C -0.0473 -3.4257 2.3918 0.10 -0.13 0.19
C -0.2272 -2.3623 1.5314 0.00 0.27 -0.27
C -2.8361 -1.2149 -1.3782 0.16 0.10 0.17
C -3.1610 -0.8367 -2.6817 0.11 -0.02 0.17
C -4.4775 -0.9131 -3.1054 -0.07 0.01 -0.01
C -5.4706 -1.3409 -2.2335 0.12 0.03 0.00
C -5.1496 -1.7065 -0.9334 -0.02 0.00 0.05
C -3.8385 -1.6453 -0.4988 0.24 0.05 -0.14
C 1.5658 -3.1538 -1.8075 -0.06 0.40 0.00
C 1.2141 -3.8605 -2.9750 -0.20 -0.31 -0.31
C 1.5889 -5.1755 -3.1335 -0.20 0.23 -0.16
C 2.3054 -5.8347 -2.1372 0.00 0.09 0.04
C 2.6511 -5.1486 -0.9731 -0.07 0.26 0.23
C 2.2918 -3.8302 -0.8083 0.45 -0.25 0.36
P 1.5972 0.6995 -0.3674 0.51 0.11 -0.50
C 1.4485 1.7443 -1.8536 -0.28 -0.10 0.22
C 0.2419 2.4020 -2.0899 -0.01 -0.29 0.30
C 0.1000 3.2175 -3.1953 -0.06 0.11 -0.15
C 1.1617 3.3724 -4.0769 -0.15 -0.04 0.09
C 2.3689 2.7311 -3.8416 0.08 -0.02 0.02
C 2.5208 1.9254 -2.7275 -0.13 -0.12 0.13
C 3.1054 1.3553 0.4089 -0.29 -0.20 0.23
C 4.3793 0.8168 0.2318 -0.19 0.05 0.01
C 5.4789 1.4751 0.7557 0.08 0.00 0.01
C 5.3216 2.6562 1.4639 -0.06 -0.07 -0.03
C 4.0522 3.1834 1.6598 0.01 0.03 -0.01
C 2.9479 2.5408 1.1322 -0.06 -0.17 -0.12
H 2.9424 -0.6420 -1.8555 -0.15 -0.15 0.18
H 2.7382 -1.4463 -0.2885 -0.02 0.12 -0.17
H -0.4673 -2.0245 -2.8341 0.10 0.15 0.04
H 0.1754 -0.3426 -2.6916 -0.10 -0.19 0.02
H -1.7818 -3.9823 -1.0201 -0.11 0.00 -0.07
H -1.4104 -5.8709 0.5028 -0.10 -0.12 -0.04
H -0.3876 -5.5146 2.7147 0.06 -0.11 0.05
H 0.4381 -3.2753 3.3435 0.02 0.02 0.13
H 0.1339 -1.3673 1.8085 -0.05 -0.27 0.09
H -2.4006 -0.4836 -3.3633 0.07 0.04 -0.12
H -4.7336 -0.6361 -4.1168 0.00 0.03 -0.07
H -6.4973 -1.3841 -2.5645 -0.06 -0.03 -0.05
H -5.9219 -2.0388 -0.2559 -0.05 -0.03 0.03
H -3.5859 -1.9287 0.5136 -0.04 -0.07 0.09
H 0.7376 -3.3471 -3.7947 -0.10 0.03 -0.10
H 1.3443 -5.6879 -4.0510 0.00 -0.03 -0.09
H 2.5972 -6.8654 -2.2675 0.02 -0.09 -0.02
H 3.1847 -5.6562 -0.1827 0.02 -0.02 0.02
H 2.5246 -3.3425 0.1267 0.00 0.02 0.05
H -0.5962 2.2497 -1.3956 0.11 0.19 -0.27
H -0.8318 3.7306 -3.3715 -0.11 0.06 -0.06
H 1.0422 3.9902 -4.9511 0.01 0.14 -0.11
H 3.1983 2.8677 -4.5193 0.04 0.01 -0.06
H 3.4720 1.4456 -2.5407 0.12 0.02 0.03
H 4.5432 -0.0944 -0.3196 0.02 -0.14 -0.08
H 6.4624 1.0591 0.6002 0.10 0.00 0.01
H 6.1887 3.1643 1.8562 0.06 0.05 0.07
H 3.9242 4.0994 2.2135 0.00 0.12 0.06
H 1.9598 2.9664 1.2565 -0.06 0.10 0.07
Cl 2.7419 0.7387 5.4145 -0.06 0.03 -0.04
C 1.1388 0.9046 4.8372 -0.48 0.03 -0.30
C 0.0592 1.1052 5.6983 0.31 -0.06 -0.15
C -1.2077 1.2063 5.1546 0.09 -0.07 -0.33
C -1.3685 1.1034 3.7823 -0.43 0.10 0.48
N -0.3363 0.9326 2.9534 -0.11 -0.03 -1.09
C 0.8881 0.8332 3.4668 0.79 -0.03 0.58
H 0.2083 1.1700 6.7644 0.09 0.01 0.12
H -2.0703 1.3523 5.7847 -0.08 0.01 0.04
H -2.3574 1.1486 3.3517 0.03 0.03 -0.07
H 1.7196 0.7005 2.7860 -0.02 0.00 -0.03
F -3.3604 7.0358 1.6148 0.04 -0.31 -0.07
C -3.2480 5.7423 1.4269 -0.10 -0.32 -0.04
C -4.3906 4.9536 1.2261 0.13 -0.15 -0.02
F -5.5790 5.5138 1.2102 0.04 0.04 0.05
C -4.2716 3.5781 1.0405 0.21 0.15 0.03
F -5.3498 2.8283 0.8739 0.12 0.27 0.01
C -3.0095 2.9606 1.0328 0.24 -0.01 0.14
S -2.8939 1.2426 0.7794 0.41 -0.09 -0.08
C -1.8905 3.7724 1.2312 -0.34 0.11 -0.11
F -0.6555 3.1743 1.1815 -0.13 0.36 -0.03
C -1.9822 5.1388 1.4232 0.22 -0.42 -0.03
F -0.8786 5.8453 1.5918 -0.13 0.13 0.01
```
Positions in Å, forces in eV/Å.


Entry 2:
C43H34AsHfN8O4S2 | wB97M-V/def2-TZVPD

Output
- Relative energy (zero: lowest compared OMol25 entry of this formula, charge and spin): 12.5 kcal/mol
- LUMO: -0.1287 Eh
- Frontier orbital gap: 6.8 eV
- HOMO level: -10.34 eV
- Total charge: +1

XYZ file:
```
93
Properties=species:S:1:pos:R:3:forces:R:3
Hf 0.2076 0.5748 0.7706 -0.22 0.34 0.64
N 0.2314 4.2710 3.3176 0.06 -0.09 0.10
C -0.0777 3.0757 2.7797 -0.02 0.06 0.18
S 1.1460 1.8313 2.8253 -0.33 -0.10 -0.24
N -1.2830 2.9551 2.2951 0.04 -0.14 -0.26
N -1.5200 1.7597 1.6412 -0.03 0.35 0.73
C -2.7516 1.3926 1.6218 -0.21 -0.07 -0.21
C -3.8109 2.0928 2.3923 -0.02 0.02 -0.02
C -4.4126 1.4236 3.4532 0.01 0.01 0.05
C -5.3979 2.0537 4.2016 0.01 0.01 -0.02
C -5.7935 3.3442 3.8792 0.01 -0.01 0.00
C -5.1990 4.0085 2.8127 0.00 -0.01 0.01
C -4.2026 3.3894 2.0756 -0.04 -0.03 -0.08
C -3.1039 0.2285 0.7861 -0.10 0.04 0.16
C -4.4220 -0.1873 0.6988 -0.14 -0.05 0.04
C -4.7336 -1.3144 -0.0455 -0.10 0.03 0.04
C -3.7061 -1.9964 -0.6599 0.00 -0.08 -0.04
C -2.4204 -1.4937 -0.5557 0.00 0.11 0.00
N -2.1093 -0.3866 0.1162 0.26 0.38 0.03
H 1.0577 4.3570 3.8817 0.02 0.03 -0.03
H -0.5113 4.9393 3.4425 0.00 0.01 0.00
H -4.0997 0.4149 3.7023 -0.01 0.04 0.00
H -5.8556 1.5354 5.0346 0.02 0.01 -0.02
H -6.5628 3.8355 4.4616 0.02 -0.02 -0.03
H -5.5054 5.0160 2.5617 0.00 -0.02 0.01
H -3.7226 3.9105 1.2564 0.01 0.00 0.04
H -5.1900 0.3666 1.2189 0.02 -0.04 -0.01
H -5.7584 -1.6535 -0.1275 0.03 0.01 0.01
H -3.8790 -2.9018 -1.2252 0.02 0.03 -0.01
H -1.6161 -2.0150 -1.0335 0.11 -0.08 -0.13
S -0.3708 -1.4566 2.1943 0.15 -0.25 0.06
C 0.0306 -2.9353 1.3026 -0.03 0.00 0.05
C -0.2149 -4.1390 1.9812 -0.01 -0.03 -0.04
C 0.0793 -5.3627 1.4084 0.01 0.05 0.02
C 0.6594 -5.4275 0.1444 -0.01 -0.03 0.03
C 0.9263 -4.2524 -0.5305 -0.03 -0.01 0.07
C 0.5961 -3.0102 0.0205 0.06 0.00 -0.05
As 1.0155 -1.3997 -0.9682 -0.21 -1.04 -0.31
C 2.7793 -1.8358 -1.6199 0.01 0.22 0.08
C 3.1167 -1.6131 -2.9476 0.16 0.03 -0.01
C 4.3952 -1.9342 -3.3927 -0.04 0.03 0.02
C 5.3281 -2.4626 -2.5133 -0.01 0.01 -0.02
C 4.9845 -2.6820 -1.1839 0.02 -0.01 0.00
C 3.7116 -2.3687 -0.7372 0.12 -0.19 -0.12
C 0.0113 -1.4601 -2.6244 0.00 0.15 -0.11
C -0.3497 -2.6318 -3.2809 -0.04 0.00 0.00
C -1.1013 -2.5682 -4.4444 -0.02 0.01 -0.05
C -1.4856 -1.3376 -4.9667 0.01 -0.03 0.03
C -1.1030 -0.1652 -4.3317 0.04 -0.03 0.05
C -0.3558 -0.2276 -3.1607 0.00 -0.05 -0.06
H -0.6382 -4.0917 2.9772 -0.01 -0.02 -0.03
H -0.1282 -6.2729 1.9579 0.01 0.03 -0.01
H 0.9095 -6.3821 -0.3009 0.00 0.03 0.03
H 1.4228 -4.2936 -1.4921 0.03 0.00 -0.01
H 2.3982 -1.1905 -3.6375 -0.01 -0.02 -0.02
H 4.6569 -1.7672 -4.4295 0.01 0.01 0.02
H 6.3234 -2.7082 -2.8619 -0.03 0.01 0.01
H 5.7094 -3.1001 -0.4965 0.00 0.01 -0.02
H 3.4394 -2.5650 0.2916 -0.02 -0.04 -0.01
H -0.0621 -3.5968 -2.8857 -0.03 0.00 0.00
H -1.3852 -3.4837 -4.9485 0.00 0.03 0.01
H -2.0757 -1.2965 -5.8727 0.01 0.00 0.00
H -1.3799 0.7964 -4.7455 0.00 -0.01 0.00
H -0.0477 0.6904 -2.6716 -0.01 -0.02 -0.01
C 2.7146 -1.9094 3.3797 0.03 0.00 -0.03
C 3.2058 -1.0092 2.3037 -0.10 -0.11 -0.07
N 2.5025 -0.3366 1.4002 0.07 0.65 -0.10
C 3.4269 0.3651 0.6482 -0.28 0.06 0.19
C 4.6862 0.0912 1.0671 0.17 -0.08 0.10
N 4.5191 -0.7745 2.1068 0.11 -0.12 0.15
C 6.0729 0.4497 0.6593 0.02 0.02 -0.02
O 6.2093 1.2614 -0.3688 -0.03 -0.05 0.10
O 6.9914 -0.0311 1.2738 0.00 0.02 -0.07
C 2.9563 1.3494 -0.3251 -0.28 0.15 -0.12
O 3.7009 1.9365 -1.0843 0.08 0.09 -0.05
O 1.6596 1.5524 -0.2663 0.71 -0.14 -0.52
H 1.8386 -1.4777 3.8540 -0.01 0.00 0.04
H 3.4959 -2.0676 4.1229 0.00 0.01 -0.04
H 2.4227 -2.8773 2.9670 -0.02 0.01 0.00
H 5.3011 -1.1444 2.6315 -0.03 -0.01 0.00
H 5.3282 1.5540 -0.7165 0.02 0.03 -0.07
N 1.0744 6.5484 -2.4550 -0.08 -0.08 0.02
C 0.3744 5.6638 -2.2393 -0.06 -0.09 0.03
C -0.5061 4.5520 -1.9715 0.11 0.19 -0.05
C -1.8061 4.5349 -2.4537 -0.05 0.07 -0.06
C -2.5911 3.4327 -2.1683 -0.05 0.02 -0.02
C -2.0543 2.4084 -1.4143 0.09 -0.02 -0.04
N -0.8032 2.4208 -0.9328 0.07 -0.24 -0.03
C -0.0432 3.4793 -1.2186 -0.02 0.03 0.13
H -2.1832 5.3620 -3.0403 0.00 -0.01 0.01
H -3.6089 3.3604 -2.5259 0.02 0.00 -0.01
H -2.6451 1.5299 -1.2071 0.00 0.00 0.00
H 0.9674 3.4798 -0.8398 0.00 -0.02 -0.01
```
Positions in Å, forces in eV/Å.


Calculated total energy, -3898.00347; -5478.25303 Eh (same order as the records).